# C26H63BN8O9

A cluster of 8 separate species, C26H63BN8O9 in total (the ωB97M-V functional and the def2-TZVPD basis, OMol25).

## Properties
* HOMO energy: -8.59 eV
* charge: 0
* SMILES: BOCCNC[C@H](C)O.CN(C)C=O.CN(C)C=O.CN(C)C=O.CN(C)C=O.CN(C)C=O.CN(C)C=O.CN(C)C=O

Element x y z (Å)
B (-4.65333, -2.57209, -0.62172)
O (-4.29642, -1.30585, -0.31766)
C (-2.87248, -1.05749, -0.32585)
C (-2.54305, 0.08971, -1.25367)
N (-1.08692, 0.08591, -1.47900)
C (-0.71770, 1.34649, -2.11084)
C (0.61158, 1.38150, -2.85356)
C (0.55987, 2.52565, -3.84179)
O (0.90065, 0.16347, -3.52057)
H (-5.64771, -2.99189, -0.10852)
H (-4.05405, -3.23180, -1.41597)
H (-2.56416, -0.78949, 0.67373)
H (-2.32891, -1.92374, -0.67727)
H (-3.05397, -0.04498, -2.20857)
H (-2.85352, 1.04676, -0.85726)
H (-0.93843, -0.69785, -2.10421)
H (-1.48817, 1.61247, -2.84221)
H (-0.67602, 2.13632, -1.37209)
H (1.39978, 1.56060, -2.12695)
H (0.31965, 3.43557, -3.30640)
H (1.47989, 2.62422, -4.39780)
H (-0.27797, 2.34149, -4.50016)
H (1.85487, 0.00107, -3.48033)
C (2.96112, -3.29895, -3.36089)
N (1.99942, -3.90095, -2.45584)
C (2.28648, -5.20724, -1.89000)
C (0.85378, -3.28932, -2.12050)
O (0.00984, -3.74722, -1.36751)
H (3.10340, -3.94166, -4.23283)
H (3.91300, -3.17390, -2.84546)
H (2.59955, -2.32785, -3.69626)
H (1.50581, -5.91581, -2.17081)
H (2.31420, -5.14597, -0.80182)
H (3.24851, -5.55533, -2.25500)
H (0.73726, -2.30332, -2.60331)
C (-6.10900, -0.62452, -3.61227)
N (-5.96002, -1.27771, -4.89793)
C (-5.81804, -2.72220, -4.95322)
C (-5.94749, -0.58353, -6.05132)
O (-5.82789, -1.08190, -7.15503)
H (-5.23681, -0.83067, -2.98822)
H (-7.00399, -1.00106, -3.10822)
H (-6.19834, 0.45141, -3.74524)
H (-4.87202, -2.98889, -5.42519)
H (-6.62503, -3.15666, -5.54444)
H (-5.84660, -3.12878, -3.94530)
H (-6.05576, 0.50432, -5.90031)
C (5.83313, -1.29883, 1.41261)
N (5.24307, -2.06881, 0.33507)
C (3.79965, -2.01956, 0.14566)
C (5.98495, -2.82160, -0.48711)
O (5.53946, -3.49199, -1.40673)
H (5.41659, -1.62328, 2.36721)
H (5.61033, -0.23932, 1.26999)
H (6.91296, -1.43186, 1.42732)
H (3.37675, -3.01998, 0.23830)
H (3.57191, -1.64447, -0.85520)
H (3.35616, -1.37207, 0.89402)
H (7.06271, -2.78350, -0.25664)
C (2.31829, -1.05161, 6.45265)
N (2.57366, -1.63350, 5.14683)
C (2.92630, -3.03924, 5.04013)
C (2.49105, -0.90807, 4.02372)
O (2.69184, -1.34856, 2.90204)
H (3.20660, -1.15078, 7.08138)
H (1.48426, -1.57064, 6.93082)
H (2.06676, -0.00021, 6.35331)
H (3.90482, -3.14750, 4.57061)
H (2.19620, -3.56420, 4.42337)
H (2.94980, -3.48252, 6.03187)
H (2.21626, 0.14338, 4.20673)
C (-8.85258, 4.41817, -2.88817)
N (-7.66251, 3.59131, -2.86188)
C (-7.34858, 2.83342, -1.66072)
C (-6.83134, 3.49954, -3.91522)
O (-5.82264, 2.81927, -3.94014)
H (-8.80129, 5.17774, -2.10557)
H (-9.74132, 3.80506, -2.72686)
H (-8.93968, 4.91397, -3.85215)
H (-6.37464, 3.13237, -1.27267)
H (-7.30968, 1.76789, -1.88686)
H (-8.11056, 3.01491, -0.90766)
H (-7.15233, 4.11055, -4.77601)
C (-2.38400, 2.76230, 7.70411)
N (-1.08607, 2.11594, 7.72449)
C (-0.68046, 1.37107, 8.90551)
C (-0.24000, 2.18055, 6.68544)
O (0.85900, 1.65403, 6.65693)
H (-2.45257, 3.49390, 8.51118)
H (-3.17519, 2.02127, 7.83083)
H (-2.53069, 3.27250, 6.75512)
H (0.23460, 1.79490, 9.31953)
H (-0.48494, 0.33111, 8.64324)
H (-1.46970, 1.41414, 9.65082)
H (-0.63494, 2.76519, 5.83838)
C (7.09734, 3.74933, -0.67122)
N (7.79939, 2.77267, 0.13669)
C (8.09960, 3.07980, 1.52519)
C (8.18709, 1.58112, -0.35501)
O (8.77532, 0.72668, 0.27756)
H (7.67236, 4.67577, -0.72816)
H (6.12007, 3.96723, -0.23551)
H (6.95371, 3.36435, -1.67819)
H (9.17650, 3.04777, 1.69168)
H (7.63361, 2.34390, 2.18113)
H (7.72427, 4.07045, 1.76750)
H (7.91455, 1.44024, -1.41569)

Results of the Löwdin charge analysis, in e, for atoms 1 through 5: number 1, B, carries -0.178; number 2, O, carries -0.050; number 3, C, carries -0.177; number 4, C, carries -0.203; number 5, N, carries -0.039